Entry from the Open Molecules 2025 dataset: C6H7O2 as an isolated structure in a non-equilibrium geometry (wB97M-V/def2-TZVPD).

Summary:
* E: -10427.620 eV
* ΔE to the lowest compared entry with this formula, charge and spin: 67.31 kcal per mole
* LUMO energy: 0.1481 Eh
* HOMO-LUMO gap: 6.834 eV

ORCA input file:
```
! wB97M-V def2-TZVPD RIJCOSX def2/J DEFGRID3
* xyz -1 1
C 3.197 -0.427 0.041
C 4.423 -0.276 -0.234
C 1.599 0.690 0.008
C 0.269 0.416 -0.092
C -0.649 1.516 0.103
C -0.152 -1.071 0.195
O 5.422 0.266 -0.627
O 2.112 1.790 0.017
H 3.041 -1.294 0.689
H -1.615 1.252 -0.388
H -0.402 2.410 -0.441
H -0.812 1.671 1.202
H -1.166 -1.154 -0.080
H -0.164 -1.316 1.243
H 0.644 -1.738 -0.160
*
```

natural (NBO) population analysis, charges in e, atoms 1 to 8: number 1, C, carries -0.6905; number 2, C, carries 0.5803; number 3, C, carries 0.5946; number 4, C, carries -0.3606; number 5, C, carries -0.5944; number 6, C, carries -0.6220; number 7, O, carries -0.5809; number 8, O, carries -0.6770

---

Entry from the Open Molecules 2025 dataset: a 3-piece molecular cluster, C18H29FO6 overall (wB97M-V/def2-TZVPD).

Summary:
* E: -34139.697 eV
* LUMO energy: 0.0265 Eh
* structure (SMILES): CCCC[C@@H]1C[C@@H]([C@H](C)F)OC1=O.O=C1CCCO1.O=C1CCCO1
* HOMO-LUMO gap: 10.585 eV

ORCA input file:
```
! wB97M-V def2-TZVPD RIJCOSX def2/J DEFGRID3
* xyz 0 1
C 0.971 -0.383 1.360
C 1.454 0.566 0.251
C 1.683 2.011 0.717
C 0.460 2.956 0.664
C -0.900 2.319 0.864
C -2.152 3.116 0.424
C -3.274 2.297 1.098
C -3.978 1.243 0.235
C -3.157 0.035 -0.192
F -4.453 1.926 -0.898
O -2.662 1.690 2.252
C -1.336 2.068 2.283
O -0.760 2.233 3.315
H 1.583 -0.238 2.257
H -0.068 -0.206 1.653
H 1.044 -1.423 1.037
H 2.408 0.169 -0.110
H 0.776 0.536 -0.611
H 2.097 1.981 1.730
H 2.457 2.446 0.079
H 0.580 3.702 1.460
H 0.464 3.516 -0.276
H -1.003 1.353 0.367
H -2.235 3.216 -0.656
H -2.128 4.085 0.932
H -4.049 2.989 1.445
H -4.865 0.910 0.788
H -2.357 -0.183 0.516
H -3.769 -0.865 -0.256
H -2.719 0.228 -1.177
O -1.001 -2.861 -0.246
C -1.567 -3.381 0.668
O -2.628 -2.805 1.282
C -3.059 -3.601 2.400
C -2.540 -5.006 2.112
C -1.261 -4.711 1.332
H -2.624 -3.176 3.307
H -4.142 -3.539 2.464
H -2.390 -5.593 3.015
H -3.248 -5.537 1.475
H -0.399 -4.568 1.986
H -1.016 -5.457 0.582
O 4.545 1.757 -1.199
C 4.499 1.152 -2.228
O 3.338 0.680 -2.744
C 3.596 -0.102 -3.923
C 4.948 0.379 -4.436
C 5.651 0.765 -3.137
H 3.609 -1.156 -3.637
H 2.781 0.064 -4.623
H 5.470 -0.374 -5.023
H 4.813 1.262 -5.061
H 6.168 -0.081 -2.680
H 6.347 1.593 -3.234
*
```

natural (NBO) population analysis, charges in e, atoms 1 to 8: number 1, C, carries -0.6041; number 2, C, carries -0.4025; number 3, C, carries -0.4035; number 4, C, carries -0.4021; number 5, C, carries -0.3443; number 6, C, carries -0.4067; number 7, C, carries 0.0686; number 8, C, carries 0.1958

---

Entry from the Open Molecules 2025 dataset: a 13-piece molecular cluster, C23H72N12O13 overall in a non-equilibrium geometry (wB97M-V/def2-TZVPD).

Summary:
* E: -69510.823 eV
* ΔE to the lowest compared entry with this formula, charge and spin: 278.66 kcal per mole
* LUMO energy: -0.0035 Eh
* HOMO-LUMO gap: 8.939 eV

ORCA input file:
```
! wB97M-V def2-TZVPD RIJCOSX def2/J DEFGRID3
* xyz 0 1
C 24.915 -4.344 20.874
O 23.567 -4.098 21.200
H 24.953 -4.857 19.960
H 25.391 -4.982 21.621
H 25.420 -3.429 20.761
H 23.056 -4.835 20.871
C 20.107 -2.995 21.659
O 21.102 -3.901 21.954
H 20.407 -1.999 21.820
H 19.230 -3.202 22.211
H 19.875 -3.217 20.595
H 21.873 -3.586 21.477
C 22.641 -0.772 20.831
O 21.829 -1.421 19.877
N 23.694 -1.370 21.319
N 22.385 0.373 21.444
H 23.802 -2.317 20.960
H 24.422 -1.090 22.060
H 21.650 0.974 21.015
H 23.062 0.911 21.936
C 26.883 -5.740 24.437
O 27.577 -6.931 24.309
N 27.029 -4.626 23.722
N 25.837 -5.687 25.210
H 27.938 -4.610 23.236
H 26.473 -3.717 23.775
H 25.720 -6.572 25.648
H 25.597 -4.790 25.715
C 25.883 -1.368 23.784
O 26.309 -0.882 25.039
N 25.338 -2.591 23.714
N 25.820 -0.672 22.667
H 25.063 -2.935 24.643
H 24.866 -2.867 22.871
H 25.857 0.339 22.845
H 26.458 -0.949 21.866
C 22.791 -6.808 19.272
O 22.121 -6.753 18.086
N 24.037 -7.248 19.449
N 22.242 -6.260 20.339
H 24.548 -7.624 18.653
H 24.486 -7.290 20.418
H 21.257 -5.952 20.157
H 22.450 -6.633 21.279
C 27.514 -3.022 17.669
O 26.997 -3.256 18.920
N 28.376 -3.847 17.113
N 27.226 -1.911 17.035
H 28.541 -4.728 17.687
H 28.687 -3.908 16.120
H 26.573 -1.218 17.366
H 27.601 -1.710 16.122
C 22.776 -6.293 24.010
O 22.726 -7.089 25.051
N 23.793 -5.581 23.704
N 21.884 -6.247 23.075
H 24.612 -5.520 24.364
H 23.819 -5.036 22.867
H 21.113 -6.874 23.246
H 21.594 -5.371 22.586
C 23.798 -2.540 17.539
C 23.701 -4.005 17.211
C 22.845 -4.164 15.961
O 24.740 -4.586 16.851
H 24.102 -2.270 18.521
H 22.911 -1.973 17.194
H 24.539 -2.146 16.969
H 23.163 -4.424 18.041
H 22.727 -5.248 15.704
H 23.362 -3.826 15.147
H 21.925 -3.716 15.911
H 25.411 -4.590 17.558
C 29.594 -2.909 21.308
C 28.816 -1.666 21.319
C 29.249 -0.808 20.162
O 27.613 -1.846 21.121
H 30.649 -2.757 21.610
H 29.606 -3.384 20.312
H 29.137 -3.603 21.932
H 28.990 -1.108 22.255
H 28.703 0.165 20.064
H 28.891 -1.197 19.174
H 30.313 -0.691 20.136
H 27.503 -2.418 20.336
C 26.618 -6.908 17.136
C 27.398 -8.167 17.103
C 26.715 -9.299 17.915
O 27.579 -8.599 15.953
H 26.567 -6.454 18.206
H 25.641 -7.077 16.704
H 27.079 -6.091 16.619
H 28.407 -8.013 17.568
H 26.219 -8.953 18.825
H 27.329 -10.110 18.119
H 25.959 -9.826 17.337
H 26.727 -8.405 15.501
C 26.525 -9.158 21.987
C 25.074 -8.731 22.238
C 24.332 -9.240 23.447
O 24.880 -7.496 22.079
H 26.862 -9.114 20.945
H 26.562 -10.277 22.103
H 27.271 -8.711 22.636
H 24.429 -9.130 21.415
H 23.277 -8.929 23.452
H 24.770 -8.723 24.306
H 24.327 -10.268 23.666
H 25.006 -7.022 22.839
C 27.712 -6.084 20.525
C 29.078 -6.241 19.894
C 29.537 -7.742 20.073
O 29.132 -5.956 18.701
H 27.195 -5.289 20.010
H 27.673 -5.811 21.603
H 27.136 -7.092 20.402
H 29.845 -5.680 20.453
H 28.850 -8.467 19.636
H 29.655 -7.926 21.139
H 30.510 -7.912 19.692
H 30.022 -6.134 18.420
*
```

Mulliken population analysis, charges in e, atoms 1 to 8: number 1, C, carries 0.7947; number 2, O, carries 0.7493; number 3, H, carries 0.5113; number 4, H, carries -0.4998; number 5, H, carries 0.2050; number 6, H, carries -0.3954; number 7, C, carries -0.8606; number 8, O, carries -0.6277

---

Entry from the Open Molecules 2025 dataset: one molecule with the formula C4H4O3S in a non-equilibrium geometry (wB97M-V/def2-TZVPD).

Summary:
* E: -21183.282 eV
* ΔE to the lowest compared entry with this formula, charge and spin: 171.31 kcal per mole
* LUMO energy (alpha / beta): -0.0334 / -0.0285 Eh
* HOMO-LUMO gap (alpha / beta): 7.023 / 7.290 eV

ORCA input file:
```
! wB97M-V def2-TZVPD RIJCOSX def2/J DEFGRID3
* xyz 0 1
C -1.025 1.029 -0.047
C 0.287 1.529 -0.034
C -1.101 -0.277 -0.374
C 0.731 -1.003 0.351
O 2.771 0.902 0.341
O -2.021 -1.121 -0.202
O 1.007 -2.286 0.073
S 1.558 0.398 -0.299
H -1.789 1.839 -0.064
H 0.429 2.567 0.192
H -2.630 -0.985 0.534
H 1.782 -2.591 -0.470
*
```

natural (NBO) population analysis, charges in e, atoms 1 to 8: number 1, C, carries -0.3834; number 2, C, carries -0.4049; number 3, C, carries 0.3525; number 4, C, carries 0.0064; number 5, O, carries -0.9546; number 6, O, carries -0.6555; number 7, O, carries -0.6897; number 8, S, carries 1.2662

---

Entry from the Open Molecules 2025 dataset: a 2-piece molecular cluster, C4H6N2O overall (wB97M-V/def2-TZVPD).

Summary:
* E: -9271.457 eV
* ΔE to the lowest compared entry with this formula, charge and spin: 47.15 kcal per mole
* LUMO energy: -0.0107 Eh
* structure (SMILES): [H]/N=C1\C=CNC1=O.[H][H]
* HOMO-LUMO gap: 8.828 eV

ORCA input file:
```
! wB97M-V def2-TZVPD RIJCOSX def2/J DEFGRID3
* xyz 0 1
N -1.728 0.799 1.124
C -0.552 0.540 0.722
C -0.148 -0.898 0.372
O -0.787 -1.917 0.466
N 1.152 -0.781 -0.099
C 1.588 0.540 -0.019
C 0.637 1.362 0.457
H -1.753 -1.306 -2.373
H -1.828 1.804 1.294
H -1.608 -1.789 -1.826
H 1.699 -1.568 -0.408
H 2.598 0.785 -0.326
H 0.729 2.427 0.616
*
```

natural (NBO) population analysis, charges in e, atoms 1 to 8: number 1, N, carries -0.5191; number 2, C, carries 0.1501; number 3, C, carries 0.6306; number 4, O, carries -0.5274; number 5, N, carries -0.6288; number 6, C, carries 0.0608; number 7, C, carries -0.3727; number 8, H, carries -0.0199

---

Entry from the Open Molecules 2025 dataset: C33H42Br54FGaO5P as an isolated structure in a non-equilibrium geometry (wB97M-V/def2-TZVPD).

Summary:
* E: -3891809.612 eV
* LUMO energy: 0.0276 Eh
* HOMO-LUMO gap: 6.146 eV

ORCA input file:
```
! wB97M-V def2-TZVPD RIJCOSX def2/J DEFGRID3
* xyz -1 1
C -0.393 3.818 -0.147
C 0.981 3.002 -0.181
C 2.283 3.787 -0.098
C 3.512 2.988 -0.171
C 3.549 1.521 -0.298
C 4.964 0.869 -0.378
C 5.126 -0.201 -1.537
C 5.381 0.301 1.053
C 2.274 0.760 -0.376
O 2.361 -0.600 -0.528
C 1.438 -1.323 0.350
Ga 2.448 -2.693 1.553
C 2.818 -1.676 3.335
C 4.229 -2.140 3.808
O 4.361 -2.750 4.862
C 4.145 -3.418 0.663
C 3.944 -3.891 -0.830
F 4.533 -4.617 1.405
P 0.950 -4.505 1.857
O 0.118 -4.677 0.603
O -0.050 -4.094 3.172
O 1.869 -5.895 2.174
C 1.031 1.531 -0.325
H -0.375 4.582 -0.950
H -0.460 4.395 0.848
H -1.298 3.161 -0.185
H 2.358 4.913 -0.004
H 4.479 3.555 -0.136
H 5.705 1.701 -0.611
H 6.091 -0.066 -2.092
H 5.184 -1.211 -1.041
H 4.245 -0.204 -2.240
H 5.748 -0.759 1.012
H 6.120 0.983 1.565
H 4.440 0.311 1.680
H 0.781 -1.959 -0.314
H 0.859 -0.673 1.050
H 2.725 -0.564 3.232
H 2.077 -2.024 4.100
H 5.158 -1.968 3.187
H 5.030 -2.728 0.694
H 3.815 -2.986 -1.477
H 3.105 -4.629 -0.884
H 4.909 -4.401 -1.124
H 0.052 -4.800 3.845
H 2.332 -5.781 3.026
H 0.054 0.964 -0.417
C 1.856 7.371 -2.465
Br 0.373 8.614 -2.394
Br 1.418 5.674 -1.635
Br 2.516 7.136 -4.269
H 2.664 7.808 -1.886
C 8.248 3.253 -2.686
Br 6.476 3.029 -1.938
Br 8.212 4.262 -4.339
Br 9.477 4.021 -1.403
H 8.618 2.262 -2.927
C 1.298 4.253 -7.374
Br 3.098 4.890 -7.683
Br 1.134 3.369 -5.662
Br -0.007 5.667 -7.582
H 1.087 3.511 -8.137
C -1.010 -7.071 5.933
Br -1.557 -5.848 7.329
Br -2.271 -7.105 4.468
Br 0.786 -6.702 5.318
H -0.999 -8.065 6.367
C -3.141 0.435 -0.018
Br -4.308 1.911 0.423
Br -2.327 0.650 -1.765
Br -1.821 0.139 1.362
H -3.759 -0.455 -0.064
C -0.133 -9.453 1.248
Br 1.002 -9.803 2.779
Br -1.952 -10.054 1.549
Br -0.073 -7.598 0.714
H 0.259 -10.034 0.422
C 0.368 4.178 4.223
Br -1.154 5.380 4.320
Br -0.004 2.470 5.052
Br 1.004 3.966 2.404
H 1.167 4.641 4.794
C 8.203 -6.030 -1.280
Br 7.856 -4.135 -1.437
Br 6.639 -7.083 -1.705
Br 9.740 -6.567 -2.329
H 8.444 -6.224 -0.240
C 0.606 -9.623 -2.816
Br 2.087 -8.418 -3.110
Br -0.327 -10.035 -4.458
Br 1.161 -11.223 -1.875
H -0.102 -9.106 -2.173
C -3.488 -7.020 -5.427
Br -4.225 -8.763 -5.849
Br -3.021 -6.869 -3.556
Br -2.000 -6.568 -6.580
H -4.270 -6.291 -5.618
C -6.416 -4.787 -1.250
Br -6.645 -6.165 -2.588
Br -5.617 -5.483 0.367
Br -5.433 -3.272 -1.944
H -7.406 -4.431 -0.988
C -4.131 3.650 6.578
Br -5.767 4.268 7.412
Br -3.549 1.956 7.306
Br -4.288 3.587 4.655
H -3.360 4.378 6.811
C -9.749 -6.775 -5.716
Br -10.242 -5.596 -4.263
Br -11.042 -6.721 -7.154
Br -7.954 -6.427 -6.353
H -9.755 -7.786 -5.321
C -8.573 3.219 4.486
Br -9.417 4.789 3.733
Br -9.825 2.145 5.495
Br -7.655 2.180 3.139
H -7.818 3.568 5.186
C 1.226 10.526 1.279
Br 2.346 8.990 0.931
Br 1.553 11.957 0.019
Br -0.646 10.047 1.351
H 1.496 10.900 2.261
C -4.427 12.254 2.054
Br -2.758 13.233 1.993
Br -5.945 13.405 1.716
Br -4.411 10.722 0.871
H -4.535 11.874 3.064
C -13.173 2.136 8.498
Br -13.292 0.720 7.186
Br -12.353 1.527 10.140
Br -12.280 3.696 7.786
H -14.188 2.433 8.740
C 5.523 6.195 -11.300
Br 6.416 4.859 -10.223
Br 4.498 5.395 -12.733
Br 4.443 7.380 -10.220
H 6.296 6.800 -11.762
*
```

Mulliken population analysis, charges in e, atoms 1 to 8: number 1, C, carries -0.5098; number 2, C, carries 0.3229; number 3, C, carries -0.3400; number 4, C, carries -0.9960; number 5, C, carries 0.2503; number 6, C, carries 1.4145; number 7, C, carries -0.7196; number 8, C, carries -1.0596

---

Entry from the Open Molecules 2025 dataset: a 2-piece molecular cluster, C6H10N6 overall in a non-equilibrium geometry (wB97M-V/def2-TZVPD).

Summary:
* E: -15316.183 eV
* LUMO energy (alpha / beta): 0.0329 / -0.0445 Eh
* <S²>: 2.04
* HOMO-LUMO gap (alpha / beta): 6.026 / 7.754 eV

ORCA input file:
```
! wB97M-V def2-TZVPD RIJCOSX def2/J DEFGRID3
* xyz 0 3
C -0.997 -0.981 -1.321
C -1.335 -1.012 1.062
C 0.331 -0.784 -1.269
C -0.036 -0.706 1.274
C -2.015 -1.099 -0.238
C 0.882 -0.417 0.112
N 4.315 -0.477 0.113
N 1.054 1.587 0.150
N 3.148 -0.497 -0.373
N -0.051 1.870 0.520
N -0.671 3.055 0.503
N 2.185 -0.733 0.456
H -1.342 -1.293 -2.318
H -1.963 -1.224 1.960
H 0.876 -0.714 -2.106
H 0.439 -0.501 2.214
H -2.842 -0.214 -0.383
H -2.579 -2.124 -0.288
H 5.091 -0.248 -0.524
H -0.260 3.943 0.427
H -1.688 3.108 0.589
H 2.405 -0.876 1.386
*
```

natural (NBO) population analysis, charges in e, atoms 1 to 8: number 1, C, carries -0.1742; number 2, C, carries -0.1916; number 3, C, carries -0.2307; number 4, C, carries -0.2548; number 5, C, carries -0.4738; number 6, C, carries 0.1690; number 7, N, carries -0.4915; number 8, N, carries -0.0745

---

Entry from the Open Molecules 2025 dataset: C19H21N2O5S as an isolated structure in a non-equilibrium geometry (wB97M-V/def2-TZVPD).

Summary:
* E: -44097.101 eV
* LUMO energy: 0.1018 Eh
* HOMO-LUMO gap: 7.752 eV

ORCA input file:
```
! wB97M-V def2-TZVPD RIJCOSX def2/J DEFGRID3
* xyz -1 1
C -4.309 0.633 3.006
C -3.188 1.611 2.829
O -1.934 0.894 2.646
C -0.973 1.725 2.179
N 0.127 1.008 1.621
C 1.346 1.340 2.147
C 2.068 0.146 2.713
O 1.884 2.441 2.188
O -1.129 2.937 2.127
H -5.245 1.200 3.051
H -4.372 -0.059 2.165
H -4.223 0.064 3.937
H -3.349 2.227 1.930
H -3.080 2.279 3.697
H 1.387 -0.698 2.908
H 2.876 -0.164 2.031
H 2.536 0.488 3.647
C 0.704 -6.059 -2.251
C 0.255 -4.659 -1.981
C -0.239 -3.877 -3.026
C -0.728 -2.594 -2.791
C -0.706 -2.081 -1.486
S -1.396 -0.458 -1.154
N 0.004 0.400 -1.030
C 0.049 1.499 -0.279
C 1.075 2.480 -0.735
C 0.954 3.864 -0.553
C 1.993 4.703 -0.972
C 3.151 4.159 -1.551
C 3.262 2.777 -1.740
C 2.204 1.941 -1.362
O -2.116 -0.068 -2.343
O -2.102 -0.568 0.105
C -0.168 -2.835 -0.432
C 0.318 -4.116 -0.695
H 1.062 -6.540 -1.335
H -0.120 -6.668 -2.655
H 1.515 -6.090 -2.993
H -0.246 -4.276 -4.037
H -1.123 -1.984 -3.599
H -0.883 2.028 -0.044
H 0.054 4.263 -0.078
H 1.890 5.792 -0.871
H 3.958 4.820 -1.872
H 4.142 2.333 -2.211
H 2.218 0.865 -1.542
H -0.142 -2.416 0.575
H 0.743 -4.705 0.116
*
```

natural (NBO) population analysis, charges in e, atoms 1 to 8: number 1, C, carries -0.6267; number 2, C, carries -0.0689; number 3, O, carries -0.4976; number 4, C, carries 0.9056; number 5, N, carries -0.7090; number 6, C, carries 0.6898; number 7, C, carries -0.7075; number 8, O, carries -0.6045

---

Question: What is the E in the eighth record?
Answer: -44097.101 eV

---

Question: Among the records above, which one has the highest E?
Answer: C4H6N2O